[1]
The following is a quantum chemistry calculation of a molecular structure, C29H31BF2I2N3O6STi, from the Open Molecules 2025 dataset.

CARTESIAN COORDINATES (ANGSTROEM)
Ti1 -0.11 1.04 -0.94
C1 -0.12 -3.77 -0.66
C2 1.32 -3.25 -0.66
C3 1.77 -2.86 0.75
C4 1.53 -2.15 -1.69
C5 2.34 -1.04 -1.43
C6 2.59 -0.08 -2.40
C7 2.07 -0.21 -3.68
C8 2.40 0.78 -4.77
C9 1.24 -1.29 -3.94
C10 0.97 -2.24 -2.96
H1 -0.28 -4.44 0.19
H2 -0.36 -4.33 -1.56
H3 -0.83 -2.95 -0.58
H4 1.97 -4.08 -0.97
H5 1.36 -1.90 1.05
H6 2.86 -2.78 0.83
H7 1.45 -3.62 1.47
H8 2.80 -0.92 -0.46
H9 3.22 0.77 -2.15
H10 3.22 0.41 -5.38
H11 2.70 1.75 -4.38
H12 1.55 0.95 -5.43
H13 0.77 -1.39 -4.91
H14 0.29 -3.05 -3.20
O1 -0.18 3.98 0.05
C11 0.97 3.45 0.52
N1 1.26 2.11 0.34
S1 2.62 1.73 1.19
O2 2.28 0.92 2.34
O3 3.65 1.19 0.34
C12 2.96 3.37 1.66
C13 4.08 3.84 2.32
C14 4.14 5.20 2.58
C15 3.09 6.05 2.17
C16 1.99 5.58 1.50
C17 1.92 4.20 1.22
H15 4.88 3.17 2.61
H16 5.00 5.62 3.09
H17 3.17 7.11 2.38
H18 1.20 6.25 1.18
F1 -1.88 4.11 -1.50
B1 -0.68 3.67 -1.20
F2 -1.76 1.71 -0.29
I1 0.78 3.34 -2.85
I2 2.70 4.84 -5.45
O4 -2.21 -0.86 -3.74
C18 -1.86 0.24 -3.38
O5 -0.83 0.49 -2.62
H19 -2.38 1.17 -3.71
C19 -3.88 -1.09 3.39
N2 -2.49 -1.28 2.99
N3 -2.23 -1.22 1.62
C20 -1.05 -0.58 1.41
O6 -0.50 -0.52 0.28
C21 -0.56 -0.16 2.68
C22 -1.48 -0.57 3.60
C23 -1.52 -0.32 5.06
C24 -2.96 -2.03 0.71
C25 -3.35 -1.49 -0.51
C26 -4.02 -2.31 -1.40
C27 -4.31 -3.62 -1.07
C28 -3.92 -4.14 0.16
C29 -3.23 -3.35 1.05
H20 -4.51 -1.72 2.78
H21 -4.18 -0.05 3.28
H22 -3.97 -1.40 4.43
H23 0.37 0.36 2.83
H24 -0.59 0.15 5.37
H25 -1.63 -1.26 5.62
H26 -2.34 0.34 5.34
H27 -3.12 -0.45 -0.73
H28 -4.29 -1.91 -2.37
H29 -4.84 -4.25 -1.78
H30 -4.14 -5.17 0.41
H31 -2.87 -3.74 2.00

total charge: -1
ΔE to the lowest compared entry with this formula, charge and spin: 16.5 kcal/mol
frontier orbital gap (spin up / spin down): 5.63 / 5.69 eV
multiplicity: 3
E_LUMO (spin up / spin down): 1.7 / 1.7 eV

=====

[2]
The following is a quantum chemistry calculation of a molecular structure, C29H31BF6O3, from the Open Molecules 2025 dataset.

CARTESIAN COORDINATES (ANGSTROEM)
C1 -0.85 -1.21 4.89
O1 0.34 -0.96 4.15
C2 0.29 0.22 3.36
C3 1.67 0.87 3.25
C4 1.77 2.21 2.86
C5 3.04 2.78 2.64
C6 4.19 2.00 2.81
C7 4.07 0.67 3.20
C8 2.82 0.09 3.39
H1 -0.73 -2.20 5.33
H2 -0.92 -0.44 5.68
H3 -1.78 -1.18 4.28
H4 -0.40 0.97 3.81
H5 0.86 2.80 2.70
H6 3.12 3.83 2.32
H7 5.18 2.44 2.63
H8 4.96 0.04 3.33
H9 2.70 -0.97 3.63
C9 -0.40 3.39 -0.26
C10 -0.38 2.56 -1.55
C11 -1.25 3.23 -2.60
C12 1.09 2.14 -2.02
C13 1.18 1.68 -3.50
C14 2.21 3.09 -1.67
O2 1.31 0.93 -1.25
B1 0.03 0.38 -1.39
C15 -0.18 -1.09 -1.77
C16 0.91 -1.97 -1.84
C17 0.77 -3.17 -2.51
C18 2.02 -3.99 -2.72
F1 1.79 -5.14 -3.42
F2 2.95 -3.26 -3.43
F3 2.62 -4.35 -1.54
C19 -0.47 -3.57 -3.03
C20 -1.58 -2.76 -2.77
C21 -2.96 -3.11 -3.28
F4 -3.88 -3.13 -2.26
F5 -3.39 -2.16 -4.18
F6 -3.02 -4.31 -3.91
C22 -1.46 -1.56 -2.11
C23 -0.13 -0.14 1.99
C24 -1.47 -0.75 1.74
C25 -1.59 -2.13 1.56
C26 -2.86 -2.69 1.49
C27 -3.99 -1.86 1.52
C28 -3.84 -0.46 1.50
C29 -2.56 0.09 1.58
O3 -1.02 1.29 -1.28
H10 -0.05 4.41 -0.43
H11 -1.43 3.46 0.14
H12 0.22 2.94 0.54
H13 -0.83 4.18 -2.94
H14 -1.37 2.56 -3.46
H15 -2.25 3.42 -2.18
H16 1.18 2.50 -4.23
H17 2.11 1.11 -3.62
H18 0.36 0.99 -3.77
H19 2.10 4.04 -2.20
H20 2.26 3.27 -0.59
H21 3.18 2.64 -1.96
H22 1.84 -1.69 -1.37
H23 -0.56 -4.49 -3.59
H24 -2.34 -0.97 -1.87
H25 0.60 -0.84 1.59
H26 -0.06 0.78 1.39
H27 -0.66 -2.72 1.55
H28 -2.97 -3.76 1.34
H29 -4.99 -2.31 1.47
H30 -4.70 0.18 1.34
H31 -2.38 1.18 1.55

frontier orbital gap: 9.01 eV
E_LUMO: 0.1 eV

=====

[3]
The following is a quantum chemistry calculation of a molecular structure, C29H31BrCuN4O3SSi, from the Open Molecules 2025 dataset.

CARTESIAN COORDINATES (ANGSTROEM)
Cu1 0.84 0.10 0.23
O1 1.64 -2.18 -2.68
C1 2.45 -1.57 -3.56
C2 2.96 -2.28 -4.65
C3 3.75 -1.65 -5.59
C4 4.04 -0.30 -5.47
C5 3.56 0.40 -4.37
C6 2.79 -0.22 -3.40
C7 2.26 0.52 -2.19
O2 1.03 0.08 -1.80
N1 3.28 0.33 -1.09
N2 2.81 0.35 0.16
C8 3.53 -0.12 1.11
C9 3.18 -0.04 2.51
Br1 1.55 0.88 2.92
C10 3.94 -0.53 3.49
C11 3.62 -0.48 4.94
C12 2.51 -1.14 5.46
C13 2.24 -1.09 6.82
C14 3.06 -0.36 7.67
C15 4.17 0.29 7.16
C16 4.45 0.22 5.80
H1 1.22 -1.40 -2.17
H2 2.70 -3.33 -4.75
H3 4.12 -2.21 -6.44
H4 4.64 0.20 -6.23
H5 3.79 1.46 -4.26
H6 2.26 1.61 -2.40
H7 3.99 -0.36 -1.29
H8 4.49 -0.60 0.89
H9 4.88 -0.99 3.22
H10 1.86 -1.69 4.79
H11 1.37 -1.60 7.21
H12 2.83 -0.30 8.73
H13 4.81 0.87 7.82
H14 5.32 0.74 5.40
C17 -4.43 -2.02 -0.88
Si1 -4.45 -0.69 0.48
C18 -4.31 -1.60 2.14
C19 -6.25 -0.08 0.43
C20 -3.34 0.78 0.23
C21 -3.92 2.03 0.27
C22 -3.36 3.31 0.26
C23 -1.99 3.65 0.28
N3 -0.89 2.98 0.29
C24 -1.87 0.60 -0.02
S1 -1.18 -0.93 0.66
H15 -5.34 -2.62 -0.81
H16 -3.58 -2.70 -0.77
H17 -4.39 -1.60 -1.89
H18 -5.13 -2.31 2.27
H19 -4.34 -0.89 2.97
H20 -3.36 -2.13 2.20
H21 -6.92 -0.94 0.54
H22 -6.50 0.41 -0.52
H23 -6.48 0.62 1.24
H24 -5.00 2.02 0.33
H25 -4.05 4.14 0.26
H26 -1.76 4.72 0.24
O3 -0.91 1.56 0.46
N4 -1.73 0.64 -1.57
C25 -1.72 1.84 -2.19
C26 -1.69 1.94 -3.56
C27 -1.67 0.79 -4.34
C28 -1.62 -0.43 -3.69
C29 -1.63 -0.47 -2.31
H27 -1.71 2.71 -1.56
H28 -1.68 2.92 -4.00
H29 -1.67 0.86 -5.42
H30 -1.55 -1.36 -4.23
H31 -1.54 -1.38 -1.75

total charge: -1
ΔE to the lowest compared entry with this formula, charge and spin: 58.1 kcal/mol
frontier orbital gap: 6.08 eV
E_LUMO: 2.6 eV

=====

[4]
The following is a quantum chemistry calculation of C29H31ClN4O2S in the gas phase, from the Open Molecules 2025 dataset.

CARTESIAN COORDINATES (ANGSTROEM)
C1 2.90 -0.85 1.34
C2 3.07 0.65 1.53
O1 1.78 1.24 1.57
C3 1.76 2.63 1.80
C4 2.06 3.48 0.55
C5 0.96 3.37 -0.51
N1 0.84 2.02 -0.99
C6 -0.09 1.12 -0.55
S1 -1.44 1.53 0.45
C7 -1.47 0.02 1.52
C8 -2.46 -0.98 0.90
O2 -3.62 -1.05 1.25
N2 -1.87 -1.74 -0.05
C9 -2.52 -2.68 -0.87
C10 -2.29 -2.58 -2.24
C11 -2.87 -3.47 -3.14
C12 -2.64 -3.35 -4.61
C13 -3.68 -4.48 -2.63
C14 -3.88 -4.60 -1.27
C15 -3.29 -3.72 -0.36
C16 -3.47 -3.93 1.11
C17 -1.84 0.43 2.91
C18 -0.96 0.18 3.96
C19 -1.30 0.53 5.25
C20 -2.52 1.13 5.51
C21 -3.40 1.38 4.47
C22 -3.06 1.04 3.17
N3 0.21 -0.08 -0.98
N4 1.35 0.00 -1.68
C23 1.73 1.25 -1.69
C24 2.95 1.70 -2.35
C25 4.07 0.87 -2.30
C26 5.25 1.24 -2.91
C27 5.31 2.45 -3.58
Cl1 6.79 2.93 -4.34
C28 4.20 3.27 -3.67
C29 3.03 2.90 -3.06
H1 2.38 -1.05 0.40
H2 2.32 -1.27 2.16
H3 3.87 -1.33 1.31
H4 3.66 1.06 0.70
H5 3.59 0.86 2.47
H6 2.48 2.88 2.59
H7 0.75 2.85 2.16
H8 3.02 3.18 0.12
H9 2.14 4.52 0.86
H10 1.18 4.04 -1.34
H11 0.00 3.65 -0.07
H12 -0.46 -0.37 1.49
H13 -0.99 -1.37 -0.43
H14 -1.65 -1.79 -2.61
H15 -2.38 -4.32 -5.04
H16 -1.83 -2.65 -4.82
H17 -3.54 -2.99 -5.11
H18 -4.15 -5.18 -3.30
H19 -4.49 -5.41 -0.89
H20 -2.51 -3.84 1.63
H21 -4.13 -3.17 1.53
H22 -3.89 -4.92 1.31
H23 0.00 -0.28 3.75
H24 -0.61 0.34 6.06
H25 -2.78 1.40 6.52
H26 -4.35 1.85 4.67
H27 -3.74 1.23 2.36
H28 3.99 -0.08 -1.78
H29 6.11 0.59 -2.87
H30 4.26 4.20 -4.22
H31 2.16 3.53 -3.16

structure (SMILES): CCOCCCn1c(S[C@H](C(=O)Nc2cc(C)ccc2C)c2ccccc2)nnc1-c1ccc(Cl)cc1
frontier orbital gap: 8.40 eV
E_LUMO: 0.3 eV

=====

For the records above, the corresponding max |F| values read 1.0, 2.1, 0.8, 1.1 eV Å⁻¹.